This record from OMol25 describes a structure of composition C6H8O3Rb at a distorted geometry. The level of theory is ωB97M-V with the def2-TZVPD basis set.

```
18
Properties=species:S:1:pos:R:3:mulliken_charge:R:1
O -1.535 -0.029 0.117 -0.375
C -2.525 0.374 1.051 -0.104
C -3.199 -0.744 1.781 -0.759
Rb 1.826 -0.413 0.873 0.992
H -3.637 -0.508 2.751 0.282
H -2.392 1.369 1.471 0.409
H -2.728 -1.726 1.698 0.220
C -3.835 -0.148 0.546 -0.161
C -3.532 -0.793 -0.803 -0.572
C -2.219 -0.152 -1.226 -0.416
H -4.734 0.460 0.652 0.364
H -4.333 -0.681 -1.538 0.382
H -3.248 -1.886 -0.611 0.184
H -1.566 -0.799 -1.823 0.273
H -2.318 0.840 -1.686 0.281
O -3.664 -0.463 -6.796 -0.381
C -3.286 0.154 -7.702 0.734
O -2.921 0.778 -8.607 -0.353
```

Energy = -483.0171 Ha
Orbital gap = 8.629 eV
Maximum force = 1.7 eV Å⁻¹
Charge = +1

This record from OMol25 describes a cluster of 2 separate species, C6H8O3S3 in total at a distorted geometry. The level of theory is ωB97M-V with the def2-TZVPD basis set.

```
20
Properties=species:S:1:pos:R:3:mulliken_charge:R:1
C -1.566 0.746 -1.018 -0.427
C -1.745 1.553 0.064 -0.411
C -1.254 -0.581 -0.478 0.357
C -1.408 -0.366 0.934 0.530
C -0.963 -1.346 2.010 -1.052
C 3.696 0.388 -0.556 -0.959
O 2.679 0.498 1.784 -0.627
O 1.111 0.742 -0.124 -0.490
O -1.739 0.833 1.218 -0.350
S -0.728 -1.994 -1.137 -0.121
S 2.133 -1.860 0.435 -0.243
S 2.274 0.086 0.450 0.966
H -1.403 1.162 -2.098 0.300
H -2.088 2.475 0.220 0.616
H -1.278 -0.993 2.997 0.334
H -1.402 -2.239 1.732 0.401
H 0.203 -1.297 2.075 0.179
H 4.019 1.383 -0.705 0.394
H 4.508 0.064 0.160 0.327
H 3.540 -0.191 -1.571 0.277
```

Energy = -1653.5615 Ha
Orbital gap (spin up / spin down) = 5.329 / 6.961 eV
Maximum force = 4.2 eV Å⁻¹

This record from OMol25 describes a structure of composition C6H8OPSc at a distorted geometry. The level of theory is ωB97M-V with the def2-TZVPD basis set.

```
17
Properties=species:S:1:pos:R:3:mulliken_charge:R:1
C -0.393 0.119 -2.226 -0.716
C -1.207 1.129 -1.591 -0.143
C -0.324 2.056 -0.917 -0.713
C 1.048 1.657 -1.210 -0.369
C 1.005 0.470 -2.010 -0.252
Sc -0.001 0.100 -0.019 0.421
P -0.054 -2.288 0.398 -0.060
H -0.752 -0.714 -2.800 0.447
H -2.298 1.187 -1.617 0.390
H -0.623 2.903 -0.329 0.340
H 1.864 -0.064 -2.408 0.375
H 1.944 2.176 -0.878 0.376
H 1.027 -3.045 -0.031 0.069
H -1.099 -3.012 -0.163 0.047
H -0.146 -2.674 1.734 0.052
O 0.498 0.069 3.319 -0.256
C 0.328 0.050 2.180 -0.008
```

Energy = -1410.6034 Ha
Orbital gap (spin up / spin down) = 5.180 / 5.053 eV
Maximum force = 4.8 eV Å⁻¹

This record from OMol25 describes a structure of composition C6H8OS at a distorted geometry. The level of theory is ωB97M-V with the def2-TZVPD basis set.

```
16
Properties=species:S:1:pos:R:3:mulliken_charge:R:1
C 1.223 1.783 0.174 -1.265
C 0.271 0.604 0.171 0.760
C -0.580 0.347 1.383 -0.925
C -1.288 -0.677 0.502 -0.124
C -0.166 -1.677 0.143 -0.576
C 0.971 -0.718 -0.110 0.310
H 0.669 2.714 0.330 0.386
H 1.942 1.569 0.989 0.299
H 1.740 1.772 -0.803 0.341
H -0.116 0.016 2.321 0.261
H -1.233 1.175 1.730 0.257
H -2.326 -0.997 0.763 0.480
H -0.431 -2.320 -0.727 0.262
H 0.023 -2.388 0.949 0.286
O 2.101 -0.929 -0.469 -0.570
S -1.229 0.495 -0.961 -0.182
```

Energy = -706.8147 Ha
Orbital gap = 9.531 eV
Maximum force = 3.3 eV Å⁻¹